Computed, not measured: a cluster of 8 separate species, C3H22NO8S2 in total in a non-equilibrium geometry, with ωB97M-V with the def2-TZVPD basis set.

As for the total energy: -43007.2103 eV. Its charge is -1.

Each line ends with the Löwdin charge.
Atoms and positions in Å:
H 1.9615 2.7493 0.1234  0.08
H -1.8506 -3.3234 1.0111  0.04
H -3.2300 -0.0538 1.7423  0.15
O -1.0008 3.0540 0.0334  -0.14
O 1.9003 -0.0701 -4.3805  0.05
O -0.0282 3.7028 -3.1951  -0.05
H 0.5591 -0.4234 0.9546  0.11
H -0.6363 2.9972 -0.8817  0.00
H 1.8074 0.2296 -2.0489  -0.10
O -3.0879 1.2684 -2.8954  -0.06
N -2.3615 -2.4510 0.8817  0.04
H 2.0244 0.5351 -3.7746  -0.08
H -1.3978 0.6128 -0.1881  0.12
S 0.8851 -2.8705 1.4519  0.36
H 1.3547 1.9105 3.0380  0.02
H 0.6274 3.7224 -2.4472  0.06
H -2.7766 2.1394 -3.2218  0.05
H -0.2472 -1.6503 -0.3097  0.06
H -1.5376 0.8525 1.8473  0.14
H -2.6317 -2.3016 -0.0665  0.06
H -0.2011 2.5560 0.4752  0.01
H 0.0103 2.8259 -3.4775  -0.02
H 1.1282 1.2560 -1.0820  -0.04
C -0.0686 -1.4796 0.7272  -0.50
H 0.8575 1.5821 1.3499  -0.01
O 1.2955 1.9790 0.1269  -0.33
O 0.7556 1.3739 2.4688  -0.25
H 1.7561 -0.8703 -4.0228  -0.02
H -2.7748 0.9548 -2.0734  -0.03
C -1.4072 -1.4412 1.4345  -0.49
O -2.3817 0.2907 0.0217  -0.15
H 1.9674 -0.8343 2.8114  -0.15
H -1.2863 -1.4834 2.5853  0.16
C -2.0891 -0.0849 1.3644  -0.27
S 2.4416 -2.0067 2.2266  0.24
O 1.1982 0.8067 -1.9959  -0.04